Record 1
Density functional theory data (wB97M-V/def2-TZVPD) for C36H52FeN3OP2S as an isolated structure in a non-equilibrium geometry.

Each line ends with the Mulliken spin population.
Cartesian coordinates (Å):
C: -1.877 -1.921 -1.575  -0.0505
C: 0.298 -2.070 -2.483  0.0165
C: -2.337 -2.912 -2.424  0.1599
C: -0.212 -2.930 -3.507  0.2078
C: -1.501 -3.417 -3.410  -0.0590
H: -3.362 -3.240 -2.325  0.0022
H: 0.482 -3.233 -4.278  -0.0049
H: -1.828 -4.230 -4.052  -0.0004
N: -0.599 -1.524 -1.565  0.1087
P: -2.412 0.381 -0.069  0.0179
P: 2.245 -1.021 -0.784  0.0656
C: -2.863 -1.313 -0.602  0.0151
H: -3.871 -1.293 -1.037  -0.0093
H: -2.949 -1.941 0.295  0.0079
C: 0.320 0.851 1.311  -0.1556
O: 0.401 1.574 2.234  -0.0509
C: 1.671 -1.786 -2.332  0.4334
H: 2.218 -1.517 -3.241  -0.0261
C: 3.592 0.505 -0.925  0.0065
C: 3.103 -2.729 -0.397  0.0831
C: -3.311 1.499 -1.408  0.0279
C: -3.349 0.517 1.608  0.0138
C: 3.089 1.862 -0.431  -0.0148
H: 2.834 1.866 0.634  0.0044
H: 3.906 2.592 -0.567  0.0013
H: 2.234 2.232 -0.999  0.0028
C: 4.793 0.133 -0.057  0.0123
H: 4.485 0.017 0.992  0.0008
H: 5.299 -0.783 -0.384  -0.0012
H: 5.533 0.949 -0.075  -0.0008
C: 3.934 0.647 -2.407  0.0058
H: 4.554 1.539 -2.554  0.0006
H: 4.492 -0.203 -2.809  -0.0004
H: 3.035 0.808 -3.014  -0.0028
C: 3.746 -2.795 0.990  0.0136
H: 3.034 -2.510 1.771  -0.0029
H: 4.025 -3.846 1.162  0.0016
H: 4.656 -2.194 1.082  0.0001
C: 1.971 -3.765 -0.396  0.0321
H: 1.163 -3.445 0.277  0.0045
H: 1.560 -3.907 -1.395  -0.0289
H: 2.368 -4.736 -0.068  0.0023
C: 4.139 -3.041 -1.502  0.0261
H: 4.139 -2.333 -2.339  -0.0144
H: 5.166 -3.095 -1.105  0.0007
H: 3.893 -4.020 -1.938  0.0032
C: -3.198 1.959 2.108  0.0058
H: -3.581 2.019 3.139  0.0000
H: -2.144 2.263 2.135  -0.0013
H: -3.763 2.681 1.506  0.0006
C: -2.666 -0.417 2.610  0.0038
H: -2.681 -1.467 2.298  0.0003
H: -1.623 -0.126 2.766  0.0048
H: -3.178 -0.352 3.582  -0.0001
C: -4.831 0.112 1.535  -0.0008
H: -5.223 0.098 2.563  -0.0006
H: -5.450 0.814 0.971  0.0014
H: -4.970 -0.893 1.121  -0.0005
C: -2.939 0.983 -2.810  0.0055
H: -3.332 1.717 -3.525  -0.0001
H: -1.873 0.893 -2.985  -0.0088
H: -3.411 0.033 -3.057  -0.0013
C: -2.771 2.910 -1.195  0.0154
H: -1.678 2.945 -1.158  -0.0079
H: -3.095 3.541 -2.032  -0.0002
H: -3.164 3.363 -0.282  0.0004
C: -4.842 1.501 -1.366  -0.0018
H: -5.284 0.498 -1.418  0.0006
H: -5.254 2.044 -0.512  0.0011
H: -5.183 2.036 -2.263  -0.0003
Fe: 0.015 -0.146 -0.169  3.0647
N: 0.177 1.331 -1.696  0.0096
C: 0.325 2.038 -2.655  -0.0047
C: 0.780 2.229 -3.997  -0.0358
C: 0.792 3.545 -4.515  -0.0034
C: 1.103 1.165 -4.882  0.0122
C: 0.899 3.752 -5.883  -0.0017
H: 0.647 4.363 -3.818  -0.0009
C: 1.289 1.425 -6.243  0.0007
H: 1.181 0.132 -4.528  -0.0040
C: 1.156 2.710 -6.755  0.0024
H: 0.757 4.758 -6.272  0.0000
H: 1.502 0.600 -6.917  0.0001
H: 1.246 2.891 -7.827  0.0001
S: 0.286 -1.838 1.992  0.0548
C: 0.923 -1.165 3.435  0.0055
N: 0.266 -1.429 4.628  0.0098
C: 0.688 -0.918 5.827  -0.0014
C: 1.681 0.026 5.853  0.0070
C: 2.318 0.386 4.655  -0.0006
C: 2.006 -0.293 3.479  0.0045
H: -0.532 -2.040 4.586  -0.0001
H: 0.176 -1.317 6.707  0.0002
H: 1.974 0.494 6.791  0.0007
H: 3.061 1.188 4.635  -0.0003
H: 2.542 -0.109 2.550  0.0092

- DFT total energy (Eh) = -3986.81280
- max |F| (eV/Å) = 6.087
- HOMO energy (alpha / beta) (Eh) = -0.31587 / -0.34113
- energy above the lowest of the compared OMol25 structures with the same formula, charge and spin (kcal per mole) = 35.1
- gap between HOMO and LUMO (alpha / beta) (eV) = 6.2 / 5.6
- LUMO level (alpha / beta) (eV) = -2.44 / -3.64
- ⟨S²⟩ = 6.162
- charge = +1
- 2S+1 = 5

---

Record 2
Density functional theory data (wB97M-V/def2-TZVPD) for C36H52N3OP2SSn as an isolated structure in a non-equilibrium geometry.

Each line ends with the Mulliken charge.
Cartesian coordinates (Å):
C: 0.326 0.093 -2.906  0.1426
C: -0.053 2.284 -1.980  0.2804
C: 0.336 0.579 -4.210  -0.7341
C: 0.038 2.814 -3.318  -1.1842
C: 0.212 1.982 -4.401  -0.9134
H: 0.469 -0.106 -5.051  0.5023
H: -0.073 3.894 -3.450  0.5020
H: 0.253 2.400 -5.414  0.4042
N: 0.175 0.906 -1.816  1.3553
P: 1.574 -1.516 -1.074  0.7153
P: -0.904 2.246 0.610  1.4937
C: 0.545 -1.382 -2.628  -1.4643
H: -0.415 -1.877 -2.402  0.4292
H: 0.984 -1.887 -3.502  0.7254
C: -0.387 3.076 -0.875  -1.5579
H: -0.626 4.130 -1.056  0.3134
C: -2.840 2.123 0.509  1.8480
C: -0.473 3.383 2.086  1.9201
C: 1.553 -3.351 -0.533  1.8814
C: 3.319 -1.021 -1.723  1.9581
C: -3.344 1.046 1.494  -1.5306
H: -3.336 1.413 2.532  0.3153
H: -4.387 0.770 1.245  0.4783
H: -2.725 0.137 1.459  0.1117
C: -3.599 3.439 0.763  -1.8690
H: -3.533 3.775 1.810  0.3326
H: -3.238 4.247 0.105  0.3846
H: -4.671 3.280 0.536  0.4745
C: -3.134 1.722 -0.956  -0.8894
H: -4.170 1.340 -1.031  0.6511
H: -3.034 2.595 -1.622  0.2851
H: -2.448 0.952 -1.334  -0.4317
C: -1.204 2.906 3.356  -1.5944
H: -1.029 1.831 3.535  0.1352
H: -0.814 3.463 4.229  0.5595
H: -2.291 3.083 3.310  0.2167
C: 1.040 3.291 2.339  -1.6413
H: 1.321 2.306 2.741  -0.0329
H: 1.616 3.478 1.418  0.2597
H: 1.324 4.056 3.086  0.6463
C: -0.796 4.860 1.774  -1.7396
H: -1.860 5.042 1.575  0.2922
H: -0.506 5.476 2.646  0.5204
H: -0.211 5.211 0.908  0.3373
C: 4.373 -1.314 -0.635  -1.6109
H: 5.337 -0.873 -0.948  0.5437
H: 4.102 -0.871 0.336  0.1437
H: 4.533 -2.397 -0.503  0.3010
C: 3.329 0.492 -2.057  -1.6314
H: 2.719 0.714 -2.945  0.3931
H: 2.977 1.122 -1.232  0.0409
H: 4.374 0.777 -2.282  0.6260
C: 3.705 -1.752 -3.028  -1.6351
H: 4.701 -1.390 -3.340  0.5033
H: 3.769 -2.844 -2.918  0.2365
H: 3.006 -1.517 -3.848  0.3172
C: 0.073 -3.758 -0.375  -1.6397
H: -0.482 -3.727 -1.328  0.3121
H: 0.036 -4.798 0.000  0.6718
H: -0.435 -3.111 0.357  0.0401
C: 2.204 -3.444 0.866  -1.6132
H: 1.727 -2.742 1.568  0.2296
H: 2.065 -4.470 1.255  0.5870
H: 3.283 -3.236 0.844  0.1620
C: 2.237 -4.322 -1.510  -1.9026
H: 1.845 -4.226 -2.537  0.2950
H: 3.330 -4.182 -1.536  0.3511
H: 2.047 -5.359 -1.175  0.4997
Sn: 0.295 0.112 0.251  2.1440
C: 1.983 0.869 0.826  -1.6477
O: 3.037 1.205 1.217  -0.3953
N: -1.428 -0.908 -0.299  -0.7485
C: -2.387 -1.491 -0.651  1.1600
C: -3.556 -2.148 -1.112  -0.2133
C: -4.005 -3.343 -0.495  -0.3037
C: -4.280 -1.599 -2.201  -0.2497
C: -5.161 -3.970 -0.966  -0.7341
H: -3.443 -3.759 0.346  0.4793
C: -5.432 -2.242 -2.659  -0.8309
H: -3.929 -0.673 -2.667  0.4278
C: -5.876 -3.426 -2.046  -0.3688
H: -5.508 -4.891 -0.488  0.4054
H: -5.990 -1.816 -3.498  0.4074
H: -6.780 -3.923 -2.409  0.4139
S: 0.169 -0.965 2.504  -0.4105
C: 1.399 -0.383 3.440  0.8961
N: 2.710 -0.666 3.166  -0.0277
C: 3.726 -0.210 3.949  -0.3376
C: 3.451 0.555 5.080  -0.6287
C: 2.125 0.833 5.406  -0.6755
C: 1.094 0.356 4.594  -0.5457
H: 2.975 -1.230 2.337  -0.1320
H: 4.752 -0.441 3.694  0.4021
H: 4.257 0.920 5.703  0.4107
H: 1.896 1.414 6.290  0.4374
H: 0.073 0.561 4.876  0.5554

- DFT total energy (Eh) = -2937.31020
- max |F| (eV/Å) = 6.009
- HOMO energy (alpha / beta) (Eh) = -0.30109 / -0.25750
- energy above the lowest of the compared OMol25 structures with the same formula, charge and spin (kcal per mole) = 69.3
- gap between HOMO and LUMO (alpha / beta) (eV) = 4.7 / 3.5
- LUMO level (alpha / beta) (eV) = -3.47 / -3.48
- charge = +1
- 2S+1 = 1

---

Record 3
Density functional theory data (wB97M-V/def2-TZVPD) for a 10-piece molecular cluster, C36H52O30 overall in a non-equilibrium geometry.

Each line ends with the Mulliken charge.
Cartesian coordinates (Å):
C: 0.072 4.579 1.830  -1.1363
C: -1.280 5.314 1.650  0.1908
C: -1.240 6.432 0.670  -0.3995
O: -2.524 6.292 0.134  -0.3488
C: -2.881 5.001 0.244  0.5920
O: -3.901 4.553 -0.339  -0.6351
O: -2.152 4.377 1.162  -0.1094
H: -0.060 3.963 2.720  0.3564
H: 0.983 5.140 2.039  0.4947
H: 0.340 4.072 0.903  0.0809
H: -1.744 5.644 2.579  0.3326
H: -0.516 6.364 -0.142  0.2279
H: -1.026 7.353 1.213  0.3429
C: -3.835 -0.076 -1.702  -0.4888
C: -3.844 1.111 -2.718  0.3438
C: -2.727 1.978 -2.618  1.1710
O: -2.137 2.045 -3.896  -0.3908
C: -2.748 1.139 -4.676  0.5666
O: -2.589 1.103 -5.891  -0.6329
O: -3.655 0.509 -3.940  -0.3663
H: -3.902 0.440 -0.744  -0.2546
H: -2.887 -0.610 -1.642  0.0076
H: -4.602 -0.777 -2.032  0.4240
H: -4.778 1.660 -2.600  0.4316
H: -1.932 1.534 -2.018  -0.5364
H: -2.997 2.903 -2.109  -0.3108
C: -6.560 1.563 1.934  -1.4299
C: -6.342 2.875 1.158  0.8237
C: -6.204 2.571 -0.347  0.6466
O: -7.207 3.460 -0.853  -0.4346
C: -7.982 4.049 0.125  0.5444
O: -8.851 4.878 -0.129  -0.5932
O: -7.523 3.708 1.307  -0.3865
H: -7.587 1.270 1.718  0.4183
H: -6.414 1.674 3.009  0.3516
H: -5.859 0.833 1.530  0.2986
H: -5.453 3.381 1.535  0.0504
H: -6.562 1.569 -0.581  0.3273
H: -5.239 2.818 -0.789  -0.5571
C: -2.109 -2.786 -5.056  -1.3981
C: -0.710 -2.595 -4.605  0.4178
C: 0.015 -1.406 -5.194  -0.6470
O: 0.316 -0.547 -4.172  -0.2520
C: -0.282 -1.001 -3.036  0.1201
O: -0.257 -0.401 -1.983  -0.0404
O: -0.970 -2.139 -3.290  -0.3648
H: -2.152 -3.137 -6.087  0.4472
H: -2.740 -1.908 -4.919  0.1856
H: -2.743 -3.505 -4.537  0.3232
H: -0.207 -3.551 -4.461  0.3957
H: -0.577 -0.928 -5.974  0.3389
H: 0.962 -1.870 -5.473  0.3823
C: 2.699 4.975 -3.265  -1.5842
C: 2.096 3.871 -2.340  0.5315
C: 2.232 2.462 -2.925  -0.0916
O: 2.934 1.758 -1.915  -0.2436
C: 3.034 2.540 -0.830  0.7157
O: 3.434 2.241 0.273  -0.5544
O: 2.750 3.772 -1.162  -0.3556
H: 2.440 4.842 -4.315  0.4080
H: 3.774 4.800 -3.317  0.4303
H: 2.506 5.972 -2.870  0.3412
H: 1.039 3.967 -2.092  0.1495
H: 2.854 2.616 -3.807  0.3247
H: 1.222 2.102 -3.122  -0.0132
C: 5.050 -5.796 4.357  -1.5128
C: 4.660 -5.076 3.113  0.5793
C: 3.962 -5.871 2.088  -0.5935
O: 2.749 -5.172 1.758  -0.3676
C: 2.581 -4.100 2.492  0.6120
O: 1.625 -3.337 2.560  -0.4753
O: 3.626 -4.067 3.341  -0.1913
H: 4.200 -6.327 4.785  0.3725
H: 5.400 -5.064 5.085  0.3407
H: 5.845 -6.529 4.222  0.4110
H: 5.492 -4.593 2.602  0.1358
H: 3.707 -6.870 2.445  0.3201
H: 4.618 -6.139 1.260  0.3535
O: -3.057 0.730 1.584  -0.6223
C: -1.817 0.597 1.422  0.3651
O: -0.841 1.380 0.763  0.0783
C: 0.502 0.831 0.843  0.1350
C: 0.252 -0.499 1.695  1.2283
O: -1.087 -0.399 2.074  -0.4182
H: 1.055 0.462 -0.021  -0.3007
H: 1.105 1.458 1.499  0.5096
H: 0.963 -0.477 2.521  -0.7380
H: 0.469 -1.309 0.999  -0.3552
O: -1.954 -6.598 -1.929  -0.5491
C: -1.165 -5.767 -1.603  0.5057
O: 0.211 -5.925 -1.751  -0.4069
C: 0.752 -4.638 -1.505  0.0657
C: -0.296 -3.962 -0.597  1.2956
O: -1.494 -4.679 -0.845  -0.3772
H: 1.692 -4.809 -0.980  0.1791
H: 0.945 -4.173 -2.471  0.0265
H: -0.281 -2.906 -0.868  -0.9339
H: -0.024 -4.016 0.457  0.1376
O: 4.647 -2.728 6.838  -0.6023
C: 3.830 -2.041 6.205  0.5822
O: 2.526 -1.928 6.450  -0.3822
C: 1.865 -1.356 5.329  -0.2911
C: 3.029 -0.612 4.616  0.9478
O: 4.152 -1.329 5.088  -0.3500
H: 1.379 -2.125 4.729  0.1989
H: 1.130 -0.601 5.606  0.4229
H: 3.077 0.422 4.957  0.4256
H: 2.904 -0.792 3.548  -1.0346
O: 2.644 -1.734 -0.856  -0.4961
C: 3.522 -1.357 -0.072  0.1062
O: 3.398 -1.100 1.191  0.7391
C: 4.628 -0.686 1.731  -0.2914
C: 5.645 -1.071 0.618  -0.5777
O: 4.861 -1.194 -0.482  -0.3689
H: 4.602 0.404 1.740  0.3183
H: 4.884 -1.052 2.725  0.2341
H: 6.178 -1.982 0.890  0.2698
H: 6.444 -0.335 0.532  0.3603

- DFT total energy (Eh) = -3660.17119
- max |F| (eV/Å) = 5.734
- HOMO energy (Eh) = -0.37774
- energy above the lowest of the compared OMol25 structures with the same formula, charge and spin (kcal per mole) = 86.4
- gap between HOMO and LUMO (eV) = 10.3
- LUMO level (eV) = 0.03
- 2S+1 = 1